{
  "formula": "C33H53BCrF10N4OPS2Si",
  "method": "ωB97M-V with the def2-TZVPD basis set",
  "homo_energy_ev": [-1.17, -1.21],
  "e_above_lowest_ev": 1.501,
  "fmax_ev_per_a": 2.98,
  "total_charge": -2,
  "multiplicity": 6,
  "s_squared": 8.777,
  "symbols": ["Cr", "S", "C", "C", "C", "C", "C", "C", "C", "C", "C", "N", "H", "H", "H", "H", "H", "H", "F", "P", "F", "F", "F", "F", "F", "C", "Si", "C", "C", "O", "H", "H", "H", "H", "H", "H", "H", "H", "H", "F", "B", "F", "F", "F", "C", "C", "C", "C", "C", "C", "C", "C", "N", "C", "C", "C", "C", "H", "H", "H", "H", "H", "H", "H", "H", "H", "H", "H", "H", "H", "H", "H", "H", "H", "H", "C", "C", "C", "C", "N", "C", "S", "N", "C", "C", "C", "C", "H", "H", "H", "H", "H", "H", "H", "H", "H", "H", "H", "H", "H", "H", "H", "H", "H", "H", "H", "H"],
  "xyz": [[0.561536, 0.473667, -0.561291], [-3.741826, -0.797633, -1.029239], [-2.931707, -2.229430, -0.465088], [-1.629585, -2.012384, -0.183053], [-1.207086, -0.656964, -0.437202], [-2.289413, 0.113442, -0.868671], [-2.095260, 1.528154, -1.218454], [-3.083149, 2.370395, -1.696642], [-2.745877, 3.667732, -2.045669], [-1.442583, 4.075992, -1.904721], [-0.504978, 3.173907, -1.412784], [-0.817654, 1.927972, -1.085135], [-3.486772, -3.158372, -0.417367], [-0.947037, -2.787709, 0.146145], [-4.098076, 2.001373, -1.785938], [-3.498344, 4.348249, -2.422880], [-1.133337, 5.083368, -2.147012], [0.532126, 3.443084, -1.286870], [0.453539, 2.876406, 1.424191], [-0.180632, 4.195877, 2.142354], [-0.611717, 3.280184, 3.406523], [0.238032, 5.092336, 0.857704], [1.236354, 4.506740, 2.831585], [-0.831876, 5.497249, 2.848430], [-1.605883, 3.870971, 1.435961], [2.710474, -2.123266, -3.697605], [2.077396, -2.415084, -1.947844], [0.653579, -3.647226, -2.200309], [3.426581, -3.390680, -1.084188], [1.648905, -1.087665, -1.191856], [3.159093, -3.043094, -4.107907], [3.465829, -1.325729, -3.728063], [1.891551, -1.811781, -4.361444], [0.943938, -4.447310, -2.896497], [-0.219154, -3.124537, -2.618743], [0.343072, -4.116239, -1.252526], [3.563853, -4.369545, -1.568040], [3.173430, -3.547406, -0.026768], [4.383062, -2.851676, -1.114858], [1.248593, -2.641057, 1.778915], [2.089665, -1.507060, 2.139473], [1.896170, -1.288512, 3.540804], [3.426921, -1.751020, 1.841291], [1.570608, -0.394074, 1.444669], [-1.287871, -0.120526, -5.287684], [0.034569, 0.562229, -5.002978], [0.852372, 0.995076, -6.057114], [2.072556, 1.592382, -5.751389], [3.002395, 2.015489, -6.868413], [2.470128, 1.784932, -4.432019], [1.665325, 1.373483, -3.316827], [0.430854, 0.738909, -3.699225], [1.942566, 1.524510, -2.015078], [3.248395, 2.044275, -1.574294], [3.195790, 2.146158, -0.051127], [4.371497, 1.054027, -1.919883], [3.570818, 3.466120, -2.123693], [-1.438955, -0.258368, -6.361441], [-2.125645, 0.467230, -4.897007], [-1.331158, -1.103470, -4.805073], [0.552912, 0.844499, -7.092391], [2.523921, 1.901318, -7.844409], [3.913239, 1.407850, -6.865894], [3.309164, 3.060054, -6.756158], [3.428056, 2.257746, -4.262522], [-0.190850, 0.331495, -2.908238], [2.905258, 1.188160, 0.390081], [2.485344, 2.913775, 0.268046], [4.181179, 2.407647, 0.352676], [4.141422, 0.094671, -1.448581], [5.340548, 1.412880, -1.544324], [4.451647, 0.896513, -2.997848], [2.668028, 3.928393, -2.531444], [4.331031, 3.455325, -2.910353], [3.944650, 4.109425, -1.318404], [-4.072865, 1.799270, 4.001309], [-4.457443, 0.825221, 5.119191], [-3.726945, -0.520141, 5.079407], [-4.066091, -1.390621, 3.863947], [-3.283400, -1.076700, 2.651402], [-1.920601, -0.947779, 2.638850], [-1.251810, 0.484989, 2.004219], [-1.144079, -1.900014, 3.132713], [-1.532655, -3.295172, 3.353725], [-1.746889, -3.741145, 4.814254], [-0.501228, -4.225926, 5.560092], [0.633843, -3.205572, 5.624536], [-4.459188, 2.799105, 4.207775], [-4.479304, 1.495541, 3.030570], [-2.988170, 1.885255, 3.886681], [-5.537923, 0.639879, 5.093871], [-4.243727, 1.293314, 6.083806], [-3.971261, -1.085419, 5.982621], [-2.645209, -0.342512, 5.095515], [-5.112323, -1.251952, 3.587954], [-3.947189, -2.438710, 4.110671], [-3.661717, -0.293440, 2.138192], [-0.142199, -1.717758, 3.030714], [-0.741131, -3.900289, 2.909057], [-2.439522, -3.460257, 2.773612], [-2.480558, -4.553592, 4.802710], [-2.182018, -2.915113, 5.380840], [-0.142310, -5.148501, 5.088232], [-0.808528, -4.490918, 6.576878], [1.124396, -3.068541, 4.660004], [1.403918, -3.524489, 6.331732], [0.272540, -2.221876, 5.944553]],
  "forces_ev_per_angstrom": [[2.2, -0.8, -1.8], [-0.1, -0.1, -0.1], [-0.2, -0.1, -0.1], [0.2, 0.2, -0.1], [-0.8, 0.1, 0.8], [0.4, 0.2, 0.0], [-0.2, -0.5, 0.1], [-0.2, -0.1, 0.0], [-0.3, -0.1, 0.0], [0.4, 0.1, 0.1], [-0.1, 0.3, 0.0], [-0.5, 0.6, 0.2], [0.1, 0.1, 0.0], [0.0, 0.1, 0.0], [0.0, 0.0, 0.0], [0.0, 0.0, 0.0], [0.0, 0.0, 0.0], [0.0, 0.0, 0.0], [0.0, 0.1, 0.0], [-0.1, -0.3, -0.1], [-0.1, 0.0, 0.2], [0.0, 0.1, -0.1], [0.1, 0.1, 0.1], [0.0, 0.1, 0.1], [-0.2, 0.0, -0.1], [0.1, 0.1, -0.3], [-0.2, 0.2, 0.0], [-0.3, -0.1, 0.1], [0.2, -0.1, 0.3], [-0.3, -0.3, 0.3], [-0.1, 0.2, 0.1], [-0.1, -0.1, 0.0], [0.1, 0.0, 0.1], [0.0, 0.1, 0.1], [0.1, -0.1, 0.0], [0.1, 0.1, -0.2], [0.0, 0.1, 0.1], [0.1, 0.0, -0.2], [-0.1, -0.1, 0.0], [0.5, 0.3, 0.4], [-0.3, -0.3, -0.3], [0.1, -0.1, -0.5], [-0.6, 0.1, 0.2], [0.4, 0.0, 0.4], [0.1, 0.0, 0.1], [-0.1, 0.0, -0.1], [0.0, 0.0, 0.0], [0.0, 0.0, 0.1], [0.0, 0.0, 0.1], [-0.2, 0.0, 0.0], [-0.1, 0.0, -0.3], [0.3, 0.1, 0.2], [-0.2, 0.3, 0.5], [0.0, -0.1, -0.2], [-0.1, 0.0, 0.1], [0.1, -0.1, 0.0], [0.0, 0.0, 0.1], [0.0, 0.0, 0.0], [0.0, 0.0, 0.0], [0.0, 0.1, 0.0], [0.0, 0.0, 0.1], [0.0, 0.0, 0.0], [0.0, 0.0, 0.0], [0.0, 0.0, 0.0], [-0.1, -0.1, 0.0], [0.0, 0.0, -0.1], [0.0, 0.1, 0.0], [0.0, -0.1, 0.0], [-0.1, 0.0, -0.1], [0.0, 0.0, 0.0], [-0.1, 0.0, -0.1], [0.0, 0.0, 0.1], [0.1, 0.0, 0.0], [-0.1, 0.0, 0.0], [0.0, -0.1, -0.1], [0.0, -0.1, 0.0], [0.1, 0.0, -0.1], [0.0, 0.1, -0.2], [0.3, 0.1, -0.2], [-0.2, 0.2, 0.3], [-0.1, -0.1, 0.2], [-0.1, -0.1, -0.4], [0.2, -0.1, 0.1], [0.1, 0.1, 0.0], [0.1, 0.2, -0.1], [0.1, 0.1, -0.1], [0.0, 0.0, 0.0], [0.0, 0.0, 0.0], [0.0, 0.0, 0.1], [-0.1, 0.0, 0.0], [0.0, 0.0, 0.0], [0.0, 0.0, 0.0], [0.0, 0.0, 0.0], [-0.1, -0.1, 0.1], [0.0, 0.0, 0.0], [0.1, -0.2, 0.0], [-0.1, 0.0, 0.0], [-0.2, -0.1, 0.1], [0.0, 0.0, -0.1], [-0.1, 0.0, 0.0], [0.0, 0.0, 0.0], [-0.1, 0.0, 0.0], [0.0, 0.0, 0.0], [0.0, -0.1, 0.0], [-0.1, 0.0, 0.0], [0.0, 0.0, 0.0], [0.0, -0.1, 0.0]],
  "lowdin_spin": [3.707, 0.062, 0.004, 0.020, 0.179, 0.183, 0.021, 0.023, 0.016, 0.025, 0.020, 0.031, 0.000, 0.001, 0.001, 0.000, 0.001, 0.001, 0.011, 0.001, 0.004, 0.000, 0.000, 0.000, 0.000, 0.000, 0.009, 0.001, 0.001, 0.044, 0.000, 0.000, 0.000, 0.000, 0.000, 0.000, 0.000, 0.000, 0.000, 0.000, 0.002, 0.000, 0.000, 0.030, 0.000, 0.002, 0.003, 0.000, 0.000, 0.001, 0.002, 0.015, 0.002, 0.003, 0.010, 0.000, 0.000, 0.000, 0.000, 0.000, 0.000, 0.000, 0.000, 0.000, 0.000, 0.008, 0.004, 0.001, 0.001, 0.000, 0.000, 0.000, 0.000, 0.000, 0.000, 0.005, 0.000, 0.002, 0.003, 0.040, 0.065, 0.357, 0.051, 0.005, 0.002, 0.000, 0.000, 0.000, 0.000, 0.006, 0.000, 0.000, 0.000, 0.001, 0.000, 0.000, 0.000, 0.000, 0.001, 0.001, 0.000, 0.000, 0.000, 0.000, 0.000, 0.000, 0.000]
}

---

{
  "formula": "C4H8NO2PS",
  "method": "ωB97M-V with the def2-TZVPD basis set",
  "homo_energy_ev": -9.32,
  "e_above_lowest_ev": 0.000,
  "fmax_ev_per_a": 3.21,
  "total_charge": 0,
  "symbols": ["C", "C", "C", "C", "N", "O", "O", "P", "S", "H", "H", "H", "H", "H", "H", "H", "H"],
  "xyz": [[-2.135755, -0.008707, 0.225680], [-2.179240, 1.466963, 0.567777], [-1.013828, -1.736497, -1.025197], [2.539088, 0.813627, 0.496645], [-1.070385, -0.389455, -0.510235], [-3.003968, -0.776541, 0.572093], [1.157267, 0.511132, 0.447592], [0.291135, 0.822697, -0.902323], [-0.923239, 2.447284, -0.303357], [-3.151203, 1.859484, 0.265695], [-2.061296, 1.603923, 1.643327], [-0.218328, -1.803183, -1.761302], [-0.842427, -2.454252, -0.222084], [-1.971052, -1.970533, -1.495551], [3.037610, 0.004384, 1.030571], [2.688343, 1.753276, 1.032794], [2.965383, 0.903016, -0.504304]],
  "forces_ev_per_angstrom": [[0.1, 0.3, 0.0], [0.0, 0.3, 0.1], [-0.2, -0.2, 0.1], [0.3, 0.1, 0.0], [2.2, 2.1, -1.0], [-0.5, -0.2, 0.2], [-0.3, -0.2, -0.1], [-1.9, -1.5, 1.1], [0.0, -0.1, -0.3], [0.0, -0.1, 0.1], [-0.1, -0.1, -0.1], [0.1, -0.1, 0.0], [0.0, 0.0, 0.0], [0.1, -0.1, 0.0], [0.0, 0.1, 0.0], [0.0, -0.1, 0.0], [0.1, 0.0, -0.1]],
  "lowdin_charge": [-0.609, -0.438, -0.101, -0.169, -0.256, 0.066, -0.475, 0.742, 0.592, 0.080, 0.084, 0.068, 0.091, 0.091, 0.085, 0.083, 0.065]
}

---

{
  "formula": "C25H34F3NO4",
  "method": "ωB97M-V with the def2-TZVPD basis set",
  "homo_energy_ev": -8.81,
  "e_above_lowest_ev": 0.000,
  "fmax_ev_per_a": 0.65,
  "total_charge": 0,
  "symbols": ["C", "C", "H", "H", "O", "C", "C", "C", "C", "H", "C", "O", "H", "H", "H", "H", "H", "H", "H", "C", "C", "C", "O", "C", "O", "N", "C", "H", "C", "H", "C", "C", "H", "H", "C", "C", "H", "H", "C", "H", "H", "H", "H", "H", "H", "H", "H", "H", "C", "C", "C", "C", "C", "C", "H", "H", "C", "F", "F", "F", "H", "H", "H", "H", "H", "H", "H"],
  "xyz": [[-3.831884, 3.775739, -1.546039], [-2.331016, 3.625009, -1.370618], [-2.000097, 4.099254, -0.439264], [-1.792673, 4.094457, -2.207861], [-2.024301, 2.236476, -1.340435], [-0.680253, 1.947248, -1.197366], [-0.456118, 0.454060, -1.461198], [-0.969000, 0.049356, -2.847575], [-2.383052, -0.530877, -2.809990], [-3.022713, 0.096383, -2.190280], [-2.387677, -1.964608, -2.271117], [-1.591694, -2.838067, -3.038002], [-1.927091, -2.845754, -3.941819], [-3.422043, -2.334027, -2.219407], [-1.959805, -2.004726, -1.267526], [-2.792595, -0.538977, -3.823983], [-0.308417, -0.712759, -3.265407], [-0.947240, 0.918795, -3.507157], [-1.019948, -0.081493, -0.692442], [1.040494, 0.132846, -1.284162], [1.550600, 0.806558, -0.041840], [0.874924, 1.769434, 0.576442], [-0.294778, 2.312153, 0.120702], [1.403227, 2.443954, 1.817899], [2.496679, 2.981808, 1.798772], [0.616499, 2.426954, 2.911516], [-0.572312, 1.616302, 3.048284], [-0.338316, 0.760745, 3.700012], [-1.768653, 2.361711, 3.639250], [-2.582568, 1.638770, 3.736386], [-2.261924, 3.530299, 2.789246], [-1.252403, 4.662017, 2.568978], [-1.803776, 5.499319, 2.132875], [-0.512871, 4.353185, 1.831456], [-0.534076, 5.141177, 3.839616], [0.912821, 4.657042, 3.955486], [1.369926, 5.118956, 4.833604], [1.471135, 4.988217, 3.078440], [1.099269, 3.142166, 4.079950], [2.172405, 2.943187, 4.173019], [0.593187, 2.753653, 4.963884], [-0.503291, 6.233090, 3.837649], [-1.099630, 4.845489, 4.725298], [-3.150255, 3.941612, 3.277000], [-2.567143, 3.148964, 1.812635], [-1.531377, 2.709951, 4.644481], [-0.847322, 1.230961, 2.067890], [2.487659, 0.470054, 0.368769], [1.212956, -1.362335, -1.206297], [0.796401, -2.050274, -0.071644], [0.872644, -3.427057, -0.011709], [1.368549, -4.132288, -1.100634], [1.810163, -3.460276, -2.229933], [1.731092, -2.080833, -2.275102], [2.076569, -1.560375, -3.156265], [2.200340, -4.014209, -3.069535], [1.460756, -5.627399, -1.027361], [0.448273, -6.180626, -0.339831], [1.472024, -6.218445, -2.230834], [2.590329, -6.034418, -0.405522], [0.539187, -3.958586, 0.866598], [0.408686, -1.498355, 0.772313], [1.591836, 0.510016, -2.154896], [-0.071207, 2.550141, -1.903807], [-4.148330, 3.296620, -2.468393], [-4.351425, 3.305639, -0.715903], [-4.094165, 4.829133, -1.580863]],
  "forces_ev_per_angstrom": [[0.4, -0.1, 0.0], [-0.1, 0.3, 0.0], [0.0, 0.0, -0.1], [0.0, 0.0, 0.1], [0.0, -0.1, 0.1], [0.1, -0.4, -0.5], [0.1, 0.4, -0.2], [-0.2, 0.0, 0.2], [0.3, -0.3, 0.1], [-0.1, 0.0, 0.0], [-0.4, 0.4, 0.1], [0.2, -0.3, -0.4], [0.0, 0.0, 0.1], [0.1, 0.1, 0.1], [-0.1, 0.0, 0.0], [-0.1, 0.0, 0.0], [0.0, 0.1, -0.1], [0.1, 0.0, -0.1], [0.0, 0.0, 0.1], [-0.2, 0.1, 0.2], [-0.2, 0.1, -0.1], [0.2, 0.0, -0.3], [0.0, 0.1, 0.4], [-0.1, -0.2, -0.2], [0.2, 0.1, -0.1], [0.0, 0.0, 0.1], [-0.4, -0.3, 0.2], [0.0, 0.0, -0.1], [0.1, 0.0, -0.3], [0.0, 0.0, 0.1], [0.1, 0.0, 0.1], [-0.2, 0.1, 0.0], [0.0, 0.0, 0.0], [0.0, 0.1, -0.1], [0.2, 0.0, -0.2], [-0.2, -0.2, 0.2], [0.1, 0.0, 0.0], [0.1, 0.0, 0.0], [0.4, 0.4, 0.0], [-0.2, 0.0, 0.1], [0.0, 0.0, 0.0], [0.0, 0.0, 0.1], [-0.1, 0.1, 0.1], [0.0, 0.0, -0.1], [-0.1, 0.0, -0.1], [0.0, -0.1, 0.1], [0.0, -0.1, 0.1], [0.2, 0.1, 0.2], [0.1, -0.1, -0.1], [0.0, 0.0, 0.0], [0.0, -0.1, -0.1], [0.0, -0.1, -0.1], [-0.1, -0.2, 0.2], [0.0, 0.0, 0.1], [0.0, 0.1, -0.1], [0.0, 0.0, -0.1], [0.2, -0.3, 0.1], [-0.2, 0.1, 0.1], [0.0, 0.1, -0.3], [0.1, 0.1, 0.1], [0.0, 0.0, 0.1], [0.0, 0.1, 0.1], [0.0, -0.1, 0.0], [-0.1, -0.1, 0.2], [-0.1, 0.0, -0.1], [-0.1, 0.0, 0.1], [-0.1, 0.1, 0.0]],
  "lowdin_charge": [-0.059, -0.240, 0.109, 0.128, -0.072, -0.321, -0.186, -0.131, -0.164, 0.110, -0.263, -0.064, 0.092, 0.118, 0.109, 0.114, 0.103, 0.124, 0.153, -0.210, 0.036, -0.181, 0.023, -0.403, 0.086, -0.047, -0.140, 0.131, -0.173, 0.116, -0.190, -0.199, 0.107, 0.094, -0.190, -0.169, 0.112, 0.111, -0.137, 0.126, 0.123, 0.106, 0.106, 0.112, 0.098, 0.095, 0.117, 0.136, -0.188, -0.015, 0.005, -0.121, 0.002, -0.016, 0.119, 0.123, -0.585, 0.136, 0.138, 0.132, 0.124, 0.121, 0.159, 0.183, 0.076, 0.076, 0.077]
}

---

{
  "formula": "C4H9N2O",
  "method": "ωB97M-V with the def2-TZVPD basis set",
  "homo_energy_ev": -14.69,
  "e_above_lowest_ev": 4.276,
  "fmax_ev_per_a": 4.70,
  "total_charge": 1,
  "symbols": ["C", "C", "C", "C", "N", "N", "O", "H", "H", "H", "H", "H", "H", "H", "H", "H"],
  "xyz": [[-1.738483, -0.270070, 0.854890], [-2.202861, -1.259511, 0.099865], [-0.446895, 0.055104, 0.284014], [0.694322, -1.030745, -1.744342], [-0.266425, -0.776011, -0.707712], [1.548258, 2.053572, 1.338428], [-1.328863, -1.684786, -0.782696], [-2.221329, 0.387228, 1.467079], [-3.194484, -1.817923, 0.162690], [0.549541, 0.860156, 0.812637], [1.707450, -0.571300, -1.509046], [1.074585, -1.956249, -1.843997], [0.275010, -0.590159, -2.574884], [2.068758, 1.788289, 2.151773], [1.240454, 2.994115, 1.477611], [2.240961, 1.818291, 0.513690]],
  "forces_ev_per_angstrom": [[2.5, 0.8, -1.9], [-2.8, -1.9, 0.8], [1.6, 0.7, 1.5], [2.2, 3.7, 2.0], [-0.2, -1.5, 1.1], [1.6, -2.7, -2.2], [0.6, 0.5, -1.1], [-1.3, 1.0, 1.9], [1.7, 0.8, -0.3], [-2.3, -0.8, -1.1], [-1.6, 0.5, 0.0], [-0.1, -3.9, -0.3], [-0.4, 0.5, -2.3], [0.2, -0.2, 0.6], [0.1, 0.7, -0.7], [-1.8, 1.7, 2.0]],
  "lowdin_charge": [0.006, -0.079, 0.028, 0.052, -0.101, 0.020, 0.097, 0.091, 0.187, 0.177, 0.141, 0.071, 0.090, 0.045, 0.052, 0.122]
}